C29H57Br4F3NbO7P2 as an isolated structure in a non-equilibrium geometry, computed with ωB97M-V/def2-TZVPD.

The geometry in XYZ format:
```
103
Properties=species:S:1:pos:R:3:forces:R:3
P 0.8064 -4.2056 -0.4840 -0.1 -0.1 -1.0
Br 3.8075 0.3483 -1.2176 0.0 0.0 0.0
O -4.4063 0.5535 1.7023 -0.1 0.0 0.0
C -1.0232 0.3045 0.2381 0.5 0.0 -1.2
Nb 1.2373 -3.2161 1.8587 -2.0 0.6 -0.5
Br 3.1051 -6.3580 1.5045 -0.2 0.3 0.1
H -1.6538 0.2040 -1.8571 -0.2 0.0 -0.2
C -4.8020 -0.7675 1.3116 0.1 0.0 -0.1
H 4.5395 -2.5917 1.1035 0.2 -0.2 -0.1
O -2.3079 -6.7467 -4.7877 -0.1 -0.1 0.0
H 1.3773 -5.4834 -0.6413 -0.2 0.0 0.0
C 5.7882 -0.4073 0.6912 0.6 0.7 -0.7
C -6.0877 -1.0690 2.0677 0.0 0.0 0.1
C -0.6873 5.6172 0.8160 0.0 -0.1 -0.1
C 3.9677 10.2262 -1.8959 0.0 0.0 -0.1
C 1.4881 5.1013 1.4903 0.0 0.0 0.1
O -1.7042 -3.9959 -2.2698 0.3 -0.2 -0.2
F 5.5554 -1.6836 -1.2430 0.2 0.0 0.0
C 4.1274 -2.9850 3.9207 0.3 -0.2 0.3
H 2.4278 11.2155 -0.7512 0.0 0.0 0.0
H -0.8644 -4.3873 3.3993 -0.2 0.1 -0.1
H 2.1837 4.3498 1.1154 0.0 -0.1 0.0
H 2.2365 11.4537 -2.4915 0.0 0.0 0.0
H -0.9303 5.3382 -0.2159 0.0 0.1 0.0
C 3.9190 8.9200 -1.1149 0.0 0.0 0.1
Br 7.1903 0.6162 -0.2790 -0.3 -0.2 0.2
P -1.2797 -4.6502 -0.8585 -0.4 -0.1 0.8
C -5.4714 1.1884 2.4053 0.1 -0.1 0.1
H -2.4212 -7.7145 -6.6052 0.0 0.0 0.0
H -0.9716 1.7855 -1.3470 -0.2 0.1 -0.2
O 2.5824 8.4265 -1.2315 0.0 0.3 -0.1
C 1.5394 6.4035 0.7010 -0.1 -0.3 0.0
H -0.4389 -5.5161 2.0707 -0.2 -0.1 -0.2
F 6.4345 -1.3514 1.3873 -0.3 0.2 0.1
C -3.0363 -7.0769 -5.9676 0.0 0.1 0.0
H -3.9984 -1.4675 1.5404 0.1 0.0 0.0
H 0.5545 -5.4078 3.5219 -0.1 -0.2 0.1
H -1.3861 -2.3092 2.0698 -0.1 -0.2 0.0
H 0.8171 9.4959 -1.1994 0.0 -0.1 0.0
H 1.7459 6.2014 -0.3480 0.0 0.0 0.0
H -0.1906 7.6228 0.0907 0.0 0.0 0.0
H 2.9500 -0.8964 1.8778 0.0 0.2 0.1
H -2.8188 -7.7938 -3.0883 -0.1 0.0 0.1
H -1.1465 -3.2394 -2.4732 0.1 0.1 -0.1
H 1.4908 9.1716 -2.8080 0.0 0.1 0.0
H -0.3171 -1.0015 2.4412 0.0 0.2 0.0
H -7.4285 0.4098 3.0064 0.0 0.0 0.0
H -0.1934 1.0872 2.0783 0.2 -0.1 0.2
H -5.5973 2.2044 2.0269 0.0 0.0 0.0
H 5.0912 -2.9456 4.4166 0.1 0.1 0.0
C -4.5659 -7.0758 -4.1648 0.0 0.1 -0.1
C 1.7408 9.4450 -1.7771 0.0 -0.1 -0.1
H 1.6988 5.2691 2.5530 0.1 0.0 0.0
H 4.1359 9.0835 -0.0530 0.1 0.0 0.0
H -4.1437 -8.8269 -5.3572 0.0 0.0 0.0
H -3.0428 -6.0432 -2.9893 0.1 0.1 0.0
C -0.0273 1.1621 1.0080 -0.8 -0.1 0.2
H -6.7213 -1.7882 1.5514 0.0 0.0 0.0
C -0.0608 -4.8387 2.8245 1.3 0.4 0.5
C 2.6695 -1.5906 1.0865 0.3 -0.6 0.4
H 0.0823 0.4023 -1.5890 0.1 0.0 -0.2
H 4.0528 -2.1226 3.2706 -0.2 0.1 -0.2
H 3.6929 -2.8592 -0.3855 -0.2 0.0 -0.3
H 4.6126 8.1710 -1.4974 0.0 -0.1 0.0
C -0.7519 -1.2091 0.3041 -0.6 0.4 0.4
H -0.2019 2.2022 0.7535 0.2 0.2 0.0
H -5.0277 -6.0985 -4.3225 0.0 0.0 0.0
C -0.5071 -1.7830 1.7063 0.9 -0.4 0.3
H -1.6465 -1.6914 -0.0886 0.0 -0.3 -0.2
H 1.3954 -2.6186 3.5710 -0.2 -0.4 -0.2
H -0.0085 7.3963 1.8348 0.0 0.0 0.0
O 0.1519 4.6061 1.3709 0.0 0.1 0.0
H -4.9668 -0.7723 0.2287 0.0 -0.1 0.0
H 0.9956 0.8821 0.7732 0.2 0.0 0.0
H 2.0555 -1.0190 0.3907 -0.3 -0.1 -0.1
C -3.1491 -6.9047 -3.6353 -0.1 -0.2 -0.2
H -5.1361 -7.6449 -6.2192 0.0 0.0 0.0
O -2.2096 -4.2568 0.2020 -0.2 0.2 0.2
H -7.2053 0.5951 1.2627 0.0 0.0 0.0
C 3.9969 -4.2812 3.1802 -0.3 -0.4 -0.7
C 2.5409 10.7396 -1.7279 0.0 0.0 0.1
C -0.9070 0.7052 -1.2482 0.2 -0.1 0.6
H 4.7291 10.9114 -1.5266 0.0 0.0 0.0
H -5.8567 -1.4673 3.0581 0.0 0.0 0.0
H 3.3608 -2.9158 4.6839 -0.2 0.1 0.1
H -5.2021 1.2444 3.4664 -0.1 0.0 0.0
O -1.4627 -6.2239 -1.1358 0.4 0.1 -0.1
C 0.1112 6.9139 0.8609 0.0 0.0 0.1
H -3.2545 -6.1500 -6.5112 0.0 0.0 -0.1
C 3.0048 -4.5994 2.3283 1.1 0.1 0.7
C -4.3184 -7.7588 -5.5080 0.0 -0.1 0.0
C 4.7897 -1.0548 -0.2969 0.1 -0.3 -0.2
H -5.2017 -7.6476 -3.4908 0.0 0.0 0.0
C -6.7062 0.3208 2.1954 0.0 0.0 -0.1
H -2.0497 0.5175 0.5261 -0.1 0.0 0.5
H 2.2963 7.0926 1.0669 0.0 0.0 0.0
Br 5.4859 -5.4662 3.5906 -0.1 0.0 0.0
H -0.7685 -6.5534 -1.7182 0.0 -0.1 -0.1
H -1.6153 5.6675 1.3876 0.0 -0.1 0.0
F 5.1926 0.4506 1.5266 0.0 -0.5 0.1
H 0.0455 -1.4177 -0.4129 0.2 -0.1 0.0
H 4.1712 10.0268 -2.9504 0.0 0.0 0.0
C 3.9060 -2.1039 0.3647 -0.1 0.5 0.7
```
Forces are in eV/Å.

Summary:
total charge: -1
HOMO energy: -5.1 eV
gap between HOMO and LUMO: 6.633 eV
2S+1: 1